Molecular formula: C42H47BrGaN8O2S2Si
Method: DFT, wB97M-V/def2-TZVPD

Results
- energy above the lowest of the compared OMol25 structures with the same formula, charge and spin (eV) = 0.000
- frontier orbital gap (eV) = 6.98

Geometry as ORCA input:
```
! RIJCOSX wB97M-V def2-TZVPD def2/J DEFGRID3
* xyz 1 1
Ga 0.913 0.294 0.587
Br -4.246 -5.262 -1.218
C -2.488 -5.862 -0.820
C -2.053 -5.831 0.496
C -0.743 -6.177 0.780
C 0.113 -6.560 -0.249
C -0.369 -6.687 -1.543
C -1.671 -6.313 -1.842
N 1.458 -6.975 0.024
N 2.237 -6.261 0.668
C 1.919 -4.896 0.968
C 1.899 -4.510 2.283
C 1.539 -3.205 2.669
C 1.273 -2.255 1.713
O 0.931 -1.005 1.977
C 1.419 -2.612 0.345
N 1.320 -1.575 -0.522
C 1.489 -1.798 -1.802
C 1.793 -3.078 -2.304
C 1.925 -4.129 -1.435
C 1.723 -3.924 -0.052
H -2.734 -5.566 1.295
H -0.394 -6.179 1.803
H 0.283 -7.069 -2.318
H -2.049 -6.399 -2.851
H 2.117 -5.254 3.040
H 1.492 -2.932 3.714
H 1.405 -0.940 -2.460
H 1.948 -3.212 -3.365
H 2.222 -5.104 -1.800
C 5.117 0.878 1.155
Si 4.009 0.079 -0.139
C 3.939 -1.682 0.499
C 4.695 -0.126 -1.876
N 2.473 0.984 -0.240
C 2.590 2.362 -0.575
C 3.829 2.955 -0.879
C 4.000 4.310 -1.094
C 2.920 5.169 -1.023
C 1.668 4.620 -0.815
C 1.505 3.251 -0.658
O 0.222 2.722 -0.529
C -0.813 3.429 -1.128
C -1.885 3.792 -0.335
C -2.940 4.504 -0.892
C -2.911 4.858 -2.232
C -1.831 4.475 -3.020
C -0.782 3.751 -2.477
H 6.006 0.263 1.311
H 4.563 0.899 2.098
H 5.447 1.894 0.954
H 4.987 -1.959 0.639
H 3.510 -2.397 -0.203
H 3.451 -1.791 1.469
H 5.591 -0.752 -1.854
H 4.945 0.797 -2.395
H 3.945 -0.645 -2.479
H 4.708 2.340 -0.948
H 4.992 4.688 -1.305
H 3.036 6.236 -1.150
H 0.797 5.259 -0.798
H -1.878 3.520 0.710
H -3.779 4.795 -0.272
H -3.723 5.428 -2.662
H -1.801 4.746 -4.067
H 0.064 3.453 -3.082
C -2.869 2.589 3.434
N -1.572 1.925 3.370
C -1.649 0.479 3.280
C -0.422 2.597 3.184
S 0.976 1.954 2.455
N -0.367 3.863 3.649
C 0.654 4.800 3.188
C -0.980 4.231 4.923
H -3.528 2.125 2.697
H -2.774 3.644 3.195
H -3.328 2.484 4.419
H -2.333 0.121 4.051
H -0.668 0.038 3.433
H -2.033 0.176 2.304
H 0.900 4.609 2.148
H 1.566 4.719 3.783
H 0.251 5.808 3.287
H -1.401 3.356 5.410
H -1.759 4.985 4.797
H -0.206 4.643 5.571
N -1.829 -1.903 0.697
C -2.091 -1.094 -0.336
S -1.197 0.338 -0.591
N -3.090 -1.471 -1.137
C -3.684 -0.888 -2.297
C -3.643 0.461 -2.617
C -4.281 0.900 -3.771
C -4.963 0.019 -4.593
C -5.019 -1.325 -4.253
C -4.383 -1.777 -3.112
H -1.048 -1.696 1.301
H -2.285 -2.799 0.792
H -3.467 -2.388 -0.933
H -3.137 1.173 -1.986
H -4.243 1.952 -4.017
H -5.454 0.376 -5.487
H -5.557 -2.025 -4.878
H -4.423 -2.828 -2.852
*
```

---

Molecular formula: C17H15AgF6IN2O2PSbSe2Te2
Method: DFT, wB97M-V/def2-TZVPD

Results
- energy above the lowest of the compared OMol25 structures with the same formula, charge and spin (eV) = 1.685
- frontier orbital gap (alpha / beta) (eV) = 5.32 / 4.93

Geometry as ORCA input:
```
! RIJCOSX wB97M-V def2-TZVPD def2/J DEFGRID3
* xyz -2 2
Ag -0.771 0.054 -0.361
Se 0.269 -2.384 0.711
Te 2.495 -2.883 1.636
Te 2.960 -2.099 -2.111
Se 0.606 -1.939 -1.724
O -3.758 2.481 1.923
C -2.702 1.997 1.515
O -2.429 1.578 0.349
C -1.545 1.901 2.558
P 0.021 1.871 1.630
C -0.008 3.516 0.824
C 0.029 3.591 -0.564
C -0.017 4.819 -1.208
C -0.099 5.989 -0.467
C -0.141 5.926 0.919
C -0.095 4.697 1.558
C 1.324 2.144 2.887
C 2.491 2.834 2.557
C 3.550 2.911 3.448
C 3.464 2.300 4.691
C 2.309 1.610 5.033
C 1.251 1.532 4.139
H -1.658 0.954 3.093
H -1.628 2.717 3.276
H 0.083 2.675 -1.140
H -0.002 4.859 -2.290
H -0.141 6.949 -0.969
H -0.218 6.836 1.503
H -0.127 4.652 2.641
H 2.577 3.305 1.585
H 4.451 3.441 3.160
H 4.295 2.353 5.385
H 2.233 1.121 5.997
H 0.362 0.977 4.414
I 6.330 3.009 -0.277
C 4.585 1.916 -0.165
C 4.346 0.816 0.629
N 3.070 0.480 0.410
N 2.463 1.266 -0.480
C 3.375 2.155 -0.841
H 4.969 0.269 1.316
H 2.594 -0.338 0.789
H 3.137 2.929 -1.553
F -2.948 -1.702 -0.548
Sb -3.616 -1.725 -2.335
F -4.908 -3.040 -1.914
F -4.884 -0.389 -1.962
F -4.158 -1.713 -4.150
F -2.264 -0.413 -2.689
F -2.362 -3.088 -2.744
*
```

---

Molecular formula: C3H8N2S
Method: DFT, wB97M-V/def2-TZVPD

Results
- SMILES string = CN/N=C/CS
- energy above the lowest of the compared OMol25 structures with the same formula, charge and spin (eV) = 3.225
- frontier orbital gap (eV) = 9.61

Geometry as ORCA input:
```
! RIJCOSX wB97M-V def2-TZVPD def2/J DEFGRID3
* xyz 0 1
C -0.622 1.638 -1.112
N 0.116 1.787 0.048
N 0.394 0.717 0.857
C -0.052 -0.365 0.454
C 0.453 -1.632 1.196
S 1.360 -3.075 0.276
H -0.393 2.676 -1.582
H -0.009 1.105 -1.918
H -1.637 1.400 -1.037
H -0.043 2.627 0.513
H -0.579 -0.374 -0.449
H 1.077 -1.347 2.036
H -0.522 -2.152 1.513
H 0.457 -3.004 -0.795
*
```

---

Molecular formula: C4H10N2O2
Method: DFT, wB97M-V/def2-TZVPD

Results
- energy above the lowest of the compared OMol25 structures with the same formula, charge and spin (eV) = 6.667
- frontier orbital gap (eV) = 6.41

Geometry as ORCA input:
```
! RIJCOSX wB97M-V def2-TZVPD def2/J DEFGRID3
* xyz 0 1
C 0.735 1.897 0.561
O 2.067 2.303 0.636
C 0.541 0.558 -0.172
C -0.883 0.216 -0.210
C -1.307 -0.765 -1.218
N -2.186 -1.787 -0.839
O -0.907 -0.747 -2.363
N 1.394 -0.439 0.587
H 0.179 2.638 -0.016
H 0.346 1.780 1.578
H 2.613 1.546 0.878
H 0.997 0.532 -1.166
H -1.554 0.434 0.612
H -0.575 -1.549 1.612
H -2.023 -2.043 0.127
H -2.015 -2.571 -1.454
H 1.961 -0.992 -0.046
H 0.617 -1.011 0.894
*
```

---

Molecular formula: C11H16N3
Method: DFT, wB97M-V/def2-TZVPD

Results
- SMILES string = C/C=C/C=C\C(N)=C(/C)[n+]1ccc[nH]1
- energy above the lowest of the compared OMol25 structures with the same formula, charge and spin (eV) = 3.247
- frontier orbital gap (alpha / beta) (eV) = 7.74 / 7.74

Geometry as ORCA input:
```
! RIJCOSX wB97M-V def2-TZVPD def2/J DEFGRID3
* xyz 1 1
C 1.089 1.054 3.698
C 0.231 1.412 2.517
C 0.339 2.548 1.798
C -0.342 2.915 0.554
C -0.649 1.950 -0.351
C -0.018 0.686 -0.604
N 1.385 0.527 -0.408
C -0.689 -0.208 -1.384
C -2.215 -0.025 -1.537
N -0.261 -1.549 -1.509
C -0.473 -2.417 -2.501
C 0.200 -3.615 -2.199
C 0.973 -3.361 -1.089
N 0.596 -2.119 -0.652
H 1.386 1.997 4.308
H 1.982 0.547 3.319
H 0.614 0.312 4.375
H -0.560 0.685 2.328
H 0.990 3.345 2.138
H -0.907 3.852 0.592
H -1.452 1.924 -1.050
H 1.804 1.454 -0.199
H 1.998 0.178 -1.107
H -2.392 0.768 -2.294
H -2.741 0.379 -0.613
H -2.602 -0.969 -1.710
H -1.105 -2.142 -3.382
H 0.292 -4.509 -2.749
H 1.699 -3.937 -0.467
H 0.829 -1.681 0.179
*
```

---

Molecular formula: BrO3S
Method: DFT, wB97M-V/def2-TZVPD

Results
- energy above the lowest of the compared OMol25 structures with the same formula, charge and spin (eV) = 4.370
- frontier orbital gap (alpha / beta) (eV) = 8.21 / 8.21

Geometry as ORCA input:
```
! RIJCOSX wB97M-V def2-TZVPD def2/J DEFGRID3
* xyz -1 1
O 0.445 0.848 -1.271
O 0.442 0.897 1.236
O 0.927 -1.887 0.038
S 0.175 0.188 0.001
Br -1.990 -0.046 -0.005
*
```